The following is a quantum chemistry calculation of a cluster of 2 separate species, C28H36NO6 in total at a distorted geometry, from the OMol25 dataset.

Cartesian coordinates (Å):
1 O 3.7712 4.7160 6.2888
2 O 6.4008 -5.3098 4.3320
3 O 3.8556 4.4499 4.1134
4 O -1.0689 1.8133 2.0496
5 O -2.2069 -0.0625 1.6135
6 O 1.4170 1.6455 1.9663
7 N 3.6683 3.9982 5.2659
8 C -1.0588 0.5964 1.9053
9 C 3.7004 -3.7900 6.0769
10 C 2.6076 -0.2686 1.2246
11 C 3.3181 2.6268 5.4366
12 C 8.2590 -3.1125 3.7670
13 C -0.0586 -1.7568 1.8176
14 C 6.9437 -1.2181 2.8915
15 C 4.6425 -4.7277 5.7990
16 C 2.9963 0.4154 4.5378
17 C -4.5067 0.0501 1.0759
18 C 4.6466 -6.1376 6.4443
19 C 3.7296 -2.4683 5.5360
20 C 6.0262 -6.4913 6.9936
21 C 6.8792 -2.7080 3.2403
22 C 2.7442 -1.5506 5.9563
23 C 4.2427 -7.1385 5.3634
24 C -3.2564 0.8701 1.2580
25 C 2.8583 -0.1289 5.8468
26 C 1.3574 0.4268 1.7437
27 C 6.5895 -3.4946 1.9569
28 C 3.2365 1.7527 4.3320
29 C 3.6488 -6.2445 7.6019
30 C 3.0312 2.1437 6.7351
31 C 2.8002 0.8001 6.9416
32 C 4.8317 -2.1173 4.6798
33 C 5.6436 -4.4068 4.7679
34 C 5.7691 -3.0305 4.2667
35 C 0.1318 -0.3053 1.9702
36 H -2.9974 1.3890 0.3207
37 H 3.6868 -7.2619 8.0190
38 H -4.4025 -0.6281 0.2232
39 H 9.0319 -2.8913 3.0204
40 H 6.3288 -5.7907 7.7787
41 H 3.4684 0.1360 1.7741
42 H -4.7135 -0.5522 1.9644
43 H 0.1593 -2.1080 0.7907
44 H 4.9731 -7.0882 4.5532
45 H 6.6085 -4.5626 2.1864
46 H 6.0134 -0.8688 2.4185
47 H 3.0447 2.8509 7.5576
48 H 7.3236 -3.2840 1.1687
49 H 3.8916 -5.5453 8.4150
50 H 3.2548 -6.8667 4.9741
51 H 2.6174 -6.0662 7.2682
52 H 2.6278 0.4149 7.9568
53 H 2.8827 -4.0230 6.7616
54 H 7.7615 -1.0293 2.1758
55 H 4.2070 -8.1557 5.7659
56 H 0.6103 -2.3060 2.5005
57 H 7.1419 -0.6118 3.7877
58 H 2.5677 -1.3663 1.2718
59 H -5.3745 0.6929 0.9017
60 H 2.8648 -0.2589 3.6832
61 H 8.4985 -2.5642 4.6839
62 H 5.5937 -3.2305 1.5852
63 H 6.0018 -7.5001 7.4145
64 H 4.9273 -1.0829 4.3558
65 H -3.4026 1.6209 2.0490
66 H -1.0989 -2.0412 2.0367
67 H 6.7659 -6.4660 6.1950
68 H 3.3653 2.1611 3.3310
69 H 1.9479 -1.9688 6.5607
70 H 8.2846 -4.1815 3.9835
71 H 2.7406 0.0439 0.1782

Computed properties:
- orbital gap (eV) = 3.8440
- E_HOMO (eV) = -3.25
- total charge = -1
- ΔE to the lowest compared entry with this formula, charge and spin (eV) = 0.000